A cluster of 13 separate species, C55H71N7O18 in total at a distorted geometry, computed with the ωB97M-V functional and the def2-TZVPD basis.

Summary:
- Gap between HOMO and LUMO: 0.287 Eh

CARTESIAN COORDINATES (ANGSTROEM)
N (0.8351, -3.0262, 3.3589)
C (1.4451, -2.3706, 4.3492)
C (2.8225, -2.4465, 4.6391)
C (3.5287, -3.3735, 3.9059)
C (2.8437, -4.1670, 2.9803)
C (1.5131, -3.9497, 2.7002)
H (0.8463, -1.6820, 4.9115)
H (3.3191, -1.9275, 5.4435)
H (4.5847, -3.5152, 4.0938)
H (3.3639, -4.9218, 2.4057)
H (1.0046, -4.4450, 1.9140)
N (4.1438, 3.2117, -1.6061)
C (3.5899, 2.2519, -2.3630)
C (3.6785, 2.3019, -3.7547)
C (4.3004, 3.3535, -4.3840)
C (4.7742, 4.3860, -3.5883)
C (4.7009, 4.2365, -2.2217)
H (3.1374, 1.4192, -1.8722)
H (3.1647, 1.6434, -4.4320)
H (4.2945, 3.3881, -5.4841)
H (5.2636, 5.2758, -3.9410)
H (5.1241, 5.0280, -1.5964)
N (-5.2994, 3.5506, 3.1195)
C (-5.5347, 2.5764, 4.0241)
C (-4.5259, 1.7260, 4.5238)
C (-3.2463, 1.9006, 4.1314)
C (-3.0263, 2.8089, 3.1573)
C (-3.9917, 3.6801, 2.7412)
H (-6.5847, 2.5374, 4.3254)
H (-4.7544, 0.9436, 5.2242)
H (-2.4816, 1.2237, 4.4605)
H (-2.0095, 2.9021, 2.7626)
H (-3.7389, 4.3545, 1.9175)
C (1.2534, 6.1447, -2.5755)
C (1.1185, 4.9707, -1.6311)
C (1.6114, 5.1377, -0.1682)
O (0.5639, 4.5790, 0.6349)
C (-0.5409, 4.3194, -0.1111)
O (-1.5850, 3.8947, 0.2790)
O (-0.2471, 4.6104, -1.4247)
H (0.8089, 7.1123, -2.2274)
H (0.8451, 5.8512, -3.5382)
H (2.2749, 6.4040, -2.7670)
H (1.6040, 4.1070, -2.1104)
H (1.7843, 6.1983, 0.1099)
H (2.5751, 4.6146, -0.0250)
C (2.9766, -6.2137, -3.3066)
C (2.0565, -5.5081, -2.3768)
C (2.0988, -5.8960, -0.9482)
O (2.6315, -4.7580, -0.2061)
C (2.6151, -3.6994, -0.9768)
O (2.7789, -2.5701, -0.6873)
O (2.4770, -4.1052, -2.2681)
H (3.9658, -6.1705, -2.8296)
H (3.0596, -5.6557, -4.2583)
H (2.6510, -7.2497, -3.4353)
H (1.0355, -5.5997, -2.7379)
H (2.7738, -6.7338, -0.8145)
H (1.1403, -6.1651, -0.5218)
C (0.0128, -0.5763, -3.7788)
C (1.1508, -1.4489, -3.4345)
C (1.4225, -2.4692, -4.5380)
O (2.8102, -2.5622, -4.5220)
C (3.4168, -1.4857, -3.8954)
O (4.6090, -1.3244, -3.8113)
O (2.4154, -0.7636, -3.3656)
H (-0.9226, -1.1313, -3.9445)
H (0.2538, -0.0640, -4.7163)
H (-0.0911, 0.2361, -3.0226)
H (1.0080, -1.8792, -2.4513)
H (1.0467, -2.1068, -5.4965)
H (0.9849, -3.4510, -4.4031)
C (-2.7302, 1.5124, -4.7027)
C (-2.3486, 2.2884, -3.5072)
C (-2.3770, 3.8222, -3.6575)
O (-3.1386, 4.2939, -2.4987)
C (-3.6288, 3.2150, -1.8404)
O (-4.3542, 3.2943, -0.9159)
O (-3.2284, 2.0333, -2.3946)
H (-3.6878, 1.9641, -5.0302)
H (-2.9164, 0.4468, -4.5648)
H (-2.0476, 1.7669, -5.5056)
H (-1.3244, 1.9854, -3.1216)
H (-3.0523, 4.1105, -4.4331)
H (-1.4126, 4.3578, -3.7416)
C (5.1538, -0.0161, 0.0638)
C (4.4322, 0.5497, 1.1954)
C (3.8169, -0.4546, 2.1076)
O (4.7429, -0.4491, 3.2375)
C (5.4707, 0.7452, 3.1596)
O (6.1519, 1.1805, 4.0031)
O (5.2091, 1.3897, 2.0037)
H (5.3827, 0.6668, -0.7078)
H (4.5815, -0.8826, -0.3040)
H (6.0858, -0.4266, 0.4028)
H (3.6068, 1.1597, 0.8502)
H (3.8165, -1.4596, 1.6710)
H (2.8285, -0.0505, 2.3778)
C (-3.7177, -2.2006, -2.8371)
C (-2.7740, -1.7575, -1.7495)
C (-3.1021, -2.2350, -0.3214)
O (-1.8714, -2.8819, 0.1074)
C (-1.1203, -3.1320, -0.9803)
O (-0.2738, -3.9838, -1.0870)
O (-1.5185, -2.3705, -2.0153)
H (-3.5789, -3.2675, -2.9329)
H (-3.4956, -1.7505, -3.7763)
H (-4.7298, -1.9921, -2.4248)
H (-2.6016, -0.7058, -1.7736)
H (-3.9072, -2.9771, -0.2993)
H (-3.3586, -1.4241, 0.3727)
N (-0.1465, -0.7383, 1.3704)
C (0.6152, -0.1970, 0.4026)
C (-0.0777, 0.7893, -0.1987)
C (-1.3410, 0.8970, 0.4603)
C (-1.3218, -0.0507, 1.4387)
H (0.0735, -1.5046, 1.9714)
H (1.5566, -0.6484, 0.1586)
H (0.2511, 1.4155, -1.0557)
H (-2.1225, 1.6861, 0.3520)
H (-2.0382, -0.3402, 2.1761)
N (-4.1794, -3.4373, 3.9818)
C (-3.5553, -4.0407, 5.0211)
C (-2.3999, -3.3712, 5.3135)
C (-2.3805, -2.2496, 4.4120)
C (-3.4634, -2.3297, 3.5787)
H (-4.9902, -3.8299, 3.5307)
H (-3.9500, -4.9811, 5.3909)
H (-1.6778, -3.6359, 6.0744)
H (-1.5916, -1.4774, 4.3813)
H (-3.7712, -1.6220, 2.8296)
N (0.8027, 1.8365, 2.8175)
C (2.0515, 2.3715, 2.8225)
C (2.6366, 2.1554, 4.0632)
C (1.7162, 1.4449, 4.8440)
C (0.5794, 1.2359, 4.0175)
H (0.1720, 1.9850, 2.0519)
H (2.3873, 2.8414, 1.9355)
H (3.6666, 2.3095, 4.3515)
H (1.8727, 1.1003, 5.8672)
H (-0.3778, 0.7942, 4.1908)
N (-5.2012, 0.7080, 0.0669)
C (-5.1850, 0.1416, 1.2855)
C (-5.9479, -0.9687, 1.2735)
C (-6.5001, -1.1023, -0.0516)
C (-6.0053, -0.0211, -0.7864)
H (-4.7633, 1.5934, -0.1618)
H (-4.4669, 0.5307, 1.9868)
H (-6.0872, -1.6265, 2.0940)
H (-7.2298, -1.7860, -0.4111)
H (-6.1224, 0.2897, -1.8206)



The molecule C2H4N4O at a distorted geometry, computed with the ωB97M-V functional and the def2-TZVPD basis.

Summary:
- Gap between HOMO and LUMO: 0.355 Eh
- Energy above the lowest of the compared OMol25 structures with the same formula, charge and spin: 443.5 kJ/mol

CARTESIAN COORDINATES (ANGSTROEM)
C (0.4330, -0.4728, -0.1768)
C (0.6818, 0.9247, 0.4886)
N (-0.5020, -1.3342, -0.0645)
N (-1.9810, 1.1574, -0.2801)
N (-1.7173, -1.0198, 0.4632)
N (-1.9353, 0.1609, 0.2099)
O (1.5155, -0.9289, -0.8841)
H (1.7617, 0.9722, 0.1629)
H (0.4461, 0.7382, 1.4562)
H (-0.0935, 1.5483, -0.0345)
H (1.3911, -1.7461, -1.3407)